(1)
DFT (ωB97M-V/def2-TZVPD) results for C53H48BN14O3Rb as an isolated structure.

Geometry as XYZ:
```
120
Properties=species:S:1:pos:R:3:forces:R:3
Rb 1.6733 -0.2833 -0.3434 -0.21 0.29 1.33
O 6.2306 0.8502 0.4714 0.03 0.21 0.07
C 5.0084 0.6641 0.2751 -0.10 -0.67 0.25
N 4.2426 -0.4000 0.4738 -0.07 0.41 0.08
C 4.6009 -1.5181 1.1893 0.44 -0.57 0.27
C 5.6804 -1.5309 2.0987 -0.02 0.19 -0.19
C 6.0105 -2.6350 2.8646 -0.10 -0.22 0.05
C 5.2654 -3.8006 2.7395 0.21 0.07 0.12
C 4.1847 -3.8261 1.8733 -0.22 0.09 -0.11
C 3.7971 -2.7144 1.1001 0.44 -0.09 0.61
N 2.7111 -2.7465 0.2437 -0.31 -0.21 -0.60
C 1.6937 -3.5742 0.3691 0.74 0.15 0.44
O 1.4153 -4.3864 1.2944 -0.13 -0.23 -0.20
C 0.6766 -3.4708 -0.7551 -0.30 -0.16 0.05
C -0.2670 -4.4905 -0.9069 -0.06 -0.01 -0.01
C -1.2487 -4.3605 -1.8728 0.04 0.05 -0.03
C -1.2748 -3.2156 -2.6609 0.00 -0.05 0.05
C -0.2936 -2.2581 -2.4458 -0.10 0.04 -0.19
N 0.6558 -2.3873 -1.5275 -0.25 -0.64 -0.33
C 4.1832 1.8501 -0.2083 0.10 0.38 -0.12
C 4.4748 3.0955 0.5622 -0.05 0.17 -0.10
C 3.9606 4.4751 0.2476 0.08 0.03 0.03
C 2.9369 5.8341 -1.5374 0.03 0.13 -0.04
C 1.9421 3.6212 -0.9912 0.32 -0.03 -0.13
N 3.3735 1.6541 -1.1668 0.66 -0.36 0.06
H 6.2729 -0.6299 2.1711 0.01 0.00 -0.06
H 6.8522 -2.5955 3.5501 0.00 0.05 -0.01
H 5.5175 -4.6794 3.3268 -0.02 -0.01 -0.05
H 3.5865 -4.7217 1.7891 -0.04 0.02 0.01
H -0.2155 -5.3453 -0.2473 0.03 0.03 0.04
H -1.9958 -5.1358 -2.0077 0.01 -0.01 0.01
H -2.0377 -3.0660 -3.4148 0.02 0.02 -0.01
H -0.2606 -1.3378 -3.0255 -0.02 -0.02 0.00
H 5.4804 3.0693 0.9618 -0.03 -0.04 0.06
H 4.6369 5.2956 0.4565 0.03 -0.05 0.03
H 2.1281 5.9728 -2.2464 -0.04 -0.11 0.00
H 1.1208 4.0029 -1.6006 0.03 0.03 -0.02
C 1.4002 2.7135 2.6109 0.00 -0.07 -0.12
C 2.0384 3.2180 1.3467 -0.17 0.12 -0.04
C 3.4295 3.7233 1.4579 0.12 0.00 -0.06
C 2.9744 4.7152 -0.8160 -0.19 -0.07 -0.03
C 3.9441 6.9552 -1.4662 -0.03 -0.15 0.08
N 2.4741 2.4785 -1.7263 -0.59 0.92 -0.46
N 1.3551 3.1937 0.2764 -0.24 -0.26 0.13
B 1.6944 1.6279 -2.7837 0.32 0.11 -0.06
N 0.4409 2.2938 -3.4518 -0.12 0.08 0.12
N -0.7068 1.5809 -3.3252 -0.19 -0.03 0.07
C -1.6675 2.2726 -3.9155 0.16 0.08 0.01
C -3.0615 1.7314 -3.9623 0.08 -0.01 -0.01
C -1.1512 3.4709 -4.4409 -0.04 0.00 0.00
C 0.1962 3.4354 -4.1306 0.02 0.09 -0.04
C 1.2521 4.4276 -4.4933 -0.04 -0.17 0.05
N 2.7660 1.0994 -3.7939 0.03 0.11 -0.01
N 2.7783 -0.2475 -3.9452 -0.14 -0.22 -0.07
C 3.9300 -0.5714 -4.4976 0.11 0.18 0.01
C 4.3043 -1.9964 -4.7530 -0.10 0.09 0.02
C 4.7083 0.5831 -4.7083 -0.04 0.02 -0.11
C 3.9365 1.6260 -4.2393 0.01 -0.14 -0.09
C 4.3198 3.0715 -4.2139 0.00 -0.11 0.05
H 1.3044 3.5194 3.3441 0.05 -0.01 0.02
H 0.4186 2.3081 2.3734 0.01 -0.03 0.04
H 2.0187 1.9240 3.0451 -0.01 0.02 0.04
H 3.7449 4.0397 2.4445 -0.01 0.01 0.00
H 3.8657 7.5091 -0.5252 0.03 0.04 -0.02
H 4.9659 6.5763 -1.5403 0.01 0.05 0.00
H 3.7878 7.6604 -2.2823 0.03 0.03 0.01
H 1.2470 0.6664 -2.2554 -0.30 0.39 -1.02
H -3.1844 0.9974 -3.1654 -0.05 -0.02 -0.04
H -3.8018 2.5248 -3.8354 -0.02 0.00 0.02
H -3.2639 1.2367 -4.9158 -0.02 0.00 0.01
H -1.6759 4.2579 -4.9621 0.02 -0.02 -0.03
H 0.8653 5.4440 -4.4016 0.02 0.02 0.01
H 2.1202 4.3151 -3.8500 -0.03 0.09 -0.02
H 1.5772 4.2823 -5.5267 0.04 0.00 0.02
H 3.7154 -2.6449 -4.1050 0.01 -0.03 -0.03
H 4.1313 -2.2841 -5.7945 0.00 -0.02 0.01
H 5.3619 -2.1431 -4.5296 0.00 -0.08 0.00
H 5.7040 0.6514 -5.1203 0.01 0.00 0.04
H 5.4079 3.1459 -4.2336 0.00 0.01 -0.03
H 3.9262 3.6111 -5.0805 0.03 0.01 0.06
H 3.9629 3.5535 -3.3056 0.03 0.05 0.02
C -10.5385 -4.7865 6.2201 -0.08 -0.12 0.10
O -10.5202 -3.9072 5.1187 0.07 0.05 0.02
C -9.2908 -3.5618 4.6310 0.05 0.01 -0.06
C -8.0978 -4.1635 5.0143 -0.13 -0.10 0.11
C -6.9032 -3.7312 4.4689 0.23 0.24 -0.26
C -6.8576 -2.6966 3.5311 -0.63 -0.24 0.27
C -8.0730 -2.1188 3.1447 0.31 -0.05 -0.01
C -9.2685 -2.5430 3.6866 -0.17 0.03 -0.04
C -5.5699 -2.2563 3.0260 0.77 0.23 -0.15
N -4.4102 -2.7563 3.3960 -0.40 -0.23 0.13
C -3.4583 -2.0373 2.7317 -0.07 0.46 -0.38
C -4.0497 -1.0669 1.9403 0.17 -0.47 0.44
N -5.3986 -1.2188 2.1439 -0.27 -0.07 -0.04
C -3.3123 -0.1317 1.1677 0.32 0.32 -0.28
C -3.8660 0.8586 0.3401 -0.01 -0.09 0.09
C -3.0356 1.7179 -0.3332 -0.03 0.01 0.00
C -1.6500 1.5763 -0.1711 0.01 -0.02 -0.02
N -1.1117 0.6502 0.5914 0.08 0.12 -0.01
C -1.9002 -0.2021 1.2575 -0.46 0.10 -0.08
C -1.2601 -1.2127 2.0913 -0.01 -0.36 0.29
N 0.0837 -1.2007 2.1567 0.06 0.03 0.04
C 0.6903 -2.1223 2.8707 0.08 0.07 -0.01
C 0.0086 -3.1285 3.5713 -0.22 -0.03 0.04
C -1.3612 -3.1329 3.5468 0.09 -0.01 0.05
C -2.0312 -2.1510 2.8032 0.20 0.13 -0.11
H -11.5705 -4.8243 6.5621 0.01 -0.02 -0.01
H -9.9030 -4.4273 7.0351 -0.02 0.03 -0.03
H -10.2176 -5.7958 5.9433 0.00 0.03 -0.03
H -8.0877 -4.9698 5.7351 0.02 0.03 -0.02
H -5.9652 -4.1842 4.7593 -0.01 -0.03 0.04
H -8.0888 -1.3213 2.4116 -0.04 0.01 0.01
H -10.2071 -2.0917 3.3910 0.02 0.01 0.00
H -6.1256 -0.6870 1.7026 0.00 0.01 0.01
H -4.9438 0.9355 0.2351 0.00 0.03 -0.02
H -3.4273 2.4852 -0.9878 0.02 0.00 0.00
H -0.9563 2.2360 -0.6792 -0.02 -0.02 0.00
H 1.7752 -2.0879 2.8828 -0.01 -0.06 -0.04
H 0.5694 -3.8926 4.0889 0.04 0.01 -0.02
H -1.9442 -3.8816 4.0683 0.02 -0.01 0.02
```
Forces are in eV/Å.

The LUMO energy is 2.84 eV. As for the relative energy (zero: lowest compared OMol25 entry of this formula, charge and spin): 292.09 kJ/mol. The orbital gap is 3.6978 eV. Its spin multiplicity is 1. Its total charge is -2. The calculation puts the HOMO energy at -0.0316 Ha. As for the energy: -3089.86616 hartree.

(2)
DFT (ωB97M-V/def2-TZVPD) results for a 9-piece molecular cluster, H18O9 overall.

Geometry as XYZ:
```
27
Properties=species:S:1:pos:R:3:forces:R:3
O -1.1534 -0.6723 0.7196 4.27 -0.44 -1.19
H -0.9510 -1.4736 0.1849 -0.45 1.35 1.12
H -2.0590 -0.6142 0.7820 -2.92 -0.43 0.19
O -0.1458 1.1916 -1.1047 -1.44 -3.01 -4.49
H 0.4817 1.6975 -0.6951 2.82 1.62 1.35
H 0.2157 0.8663 -1.9888 -0.66 1.27 1.80
O -2.8343 -1.7243 -0.5442 -1.94 -3.58 -1.02
H -2.1443 -1.3305 -1.0620 0.48 0.51 -0.75
H -2.8657 -2.7038 -0.8201 -0.11 2.36 0.57
O -0.9861 -0.2607 2.9555 2.02 -0.35 2.87
H -1.6603 0.2908 2.6351 -1.13 1.17 -0.58
H -0.1617 0.2614 2.9349 -0.77 -0.42 -0.09
O 3.4562 -0.6101 0.3707 -0.43 3.39 0.61
H 4.2755 -0.1920 0.6172 1.00 0.20 0.11
H 2.8459 0.1934 0.5160 0.99 -1.96 -0.40
O 1.9952 -2.2123 -0.0014 -0.77 -2.82 -0.14
H 1.5828 -1.6673 -0.6379 -0.67 1.01 -0.63
H 2.5983 -2.7099 -0.5761 0.07 0.05 0.57
O -1.8313 2.6140 -0.1764 -0.54 -0.04 1.53
H -1.6405 1.7868 0.3399 -0.26 1.02 -1.18
H -1.6998 2.3750 -1.0978 0.08 -0.34 0.30
O 1.7175 2.7198 -0.1361 -0.08 1.16 -2.81
H 1.0784 3.2168 -0.7283 1.48 -0.34 0.53
H 1.2215 2.7870 0.6378 -0.97 0.14 2.75
O -0.3775 -1.0475 -1.7846 -1.75 -4.01 -1.84
H 0.4528 -0.7228 -1.5311 1.49 0.56 0.86
H -0.2950 -2.0469 -1.8966 0.20 1.91 -0.05
```
Forces are in eV/Å.

The LUMO energy is -0.06 eV. As for the SMILES: O.O.O.O.O.O.O.O.O. As for the relative energy (zero: lowest compared OMol25 entry of this formula, charge and spin): 622.85 kJ/mol. The orbital gap is 9.2232 eV. Its spin multiplicity is 1. The calculation puts the HOMO energy at -0.3411 Ha. As for the energy: -687.78857 hartree.